(1)
{"formula": "C6H9N", "method": "wB97M-V/def2-TZVPD", "species": ["C", "C", "C", "C", "C", "C", "N", "H", "H", "H", "H", "H", "H", "H", "H", "H"], "xyz": [[2.66477, -0.30544, 0.33016], [1.37594, 0.03603, 0.23899], [0.23892, -0.81789, -0.29978], [-0.99521, 0.04180, -0.10258], [-2.39098, -0.40542, -0.39432], [-0.58184, 1.23746, 0.32769], [0.80356, 1.27310, 0.51979], [3.43576, 0.41323, 0.58817], [2.97170, -1.32022, 0.10152], [0.44063, -0.96147, -1.36898], [0.17828, -1.81562, 0.14986], [-3.10770, 0.40891, -0.24396], [-2.69485, -1.23672, 0.25562], [-2.49571, -0.75721, -1.42883], [-1.17162, 2.12477, 0.53005], [1.32836, 2.08471, 0.79659]], "forces_ev_per_angstrom": [[-0.05, 0.04, -0.01], [0.08, -0.01, -0.12], [0.01, -0.08, -0.03], [0.07, 0.20, 0.05], [-0.05, 0.00, -0.01], [-0.15, -0.12, -0.04], [0.20, 0.07, -0.03], [-0.12, -0.10, 0.12], [-0.04, 0.18, -0.03], [-0.18, -0.12, 0.03], [0.02, 0.20, 0.04], [0.13, -0.11, -0.02], [0.08, 0.11, -0.09], [0.04, 0.05, 0.13], [0.07, -0.16, 0.00], [-0.12, -0.15, 0.00]], "mulliken_charge": [-1.122, 0.390, -0.384, 0.473, -1.219, -0.592, -0.054, 0.264, 0.265, 0.226, 0.341, 0.319, 0.271, 0.285, 0.365, 0.172], "homo_ev": -7.1491, "e_tot_ha": -288.74380, "orbital_gap_ev": 8.16, "charge": 0}


(2)
{"formula": "C6H9N", "method": "wB97M-V/def2-TZVPD", "species": ["C", "C", "N", "C", "C", "C", "C", "H", "H", "H", "H", "H", "H", "H", "H", "H"], "xyz": [[0.11606, 1.21855, -1.00505], [0.19496, 0.08079, -1.82268], [0.06997, -1.03617, -1.06132], [-0.11281, -0.68112, 0.22756], [-0.03535, 0.75915, 0.29159], [-0.17578, 1.57388, 1.51218], [0.03794, -1.65347, 1.31045], [0.57264, 2.17016, -1.23348], [0.24416, 0.06676, -2.90008], [0.14323, -1.97368, -1.44087], [0.17489, 2.58746, 1.35982], [-1.19924, 1.67844, 1.87879], [0.42045, 1.16056, 2.32304], [-0.81996, -1.62302, 1.99783], [0.91368, -1.50608, 1.94732], [0.08492, -2.67798, 0.95675]], "forces_ev_per_angstrom": [[1.40, -0.54, 0.79], [-0.32, 0.63, -0.38], [-0.35, -0.11, -0.62], [1.35, -0.30, 0.23], [-1.01, 0.46, -0.40], [0.39, 0.21, 0.54], [-0.93, -0.65, 0.76], [-0.85, 0.29, -0.37], [0.25, -0.29, -0.01], [-0.16, 0.10, 0.31], [0.12, 0.14, -0.23], [-0.10, -0.33, -0.18], [-0.03, -0.12, 0.16], [0.11, 0.18, -0.10], [0.10, 0.41, -0.23], [0.03, -0.07, -0.27]], "mulliken_charge": [-0.593, -0.285, 0.000, 0.257, 1.013, -1.266, -1.299, 0.389, 0.432, 0.251, 0.364, 0.310, 0.344, 0.363, 0.341, 0.378], "homo_ev": [-14.2191, -14.7496], "e_tot_ha": -288.49466, "orbital_gap_ev": [10.90, 7.72], "charge": 1, "spin_multiplicity": 2}


(3)
{"formula": "C6H9N", "method": "wB97M-V/def2-TZVPD", "species": ["C", "C", "C", "N", "C", "C", "C", "H", "H", "H", "H", "H", "H", "H", "H", "H"], "xyz": [[-1.29631, 1.17120, 0.11467], [-0.08653, 0.31362, 0.17077], [-1.11368, -1.63158, -0.96448], [-0.93177, -0.64914, -1.96397], [0.07883, -0.66722, -0.86594], [1.01522, 0.68256, 0.94764], [2.32154, 0.27124, 0.92367], [-1.37438, 1.78672, -0.79680], [-2.23292, 0.59982, 0.06504], [-1.33753, 1.75270, 1.03959], [-1.78959, -1.55002, -0.11566], [-0.83951, -2.67662, -1.13969], [1.06725, -0.95246, -1.19984], [2.78510, -0.44012, 0.25367], [0.86881, 1.44949, 1.70976], [2.86547, 0.53983, 1.82158]], "forces_ev_per_angstrom": [[-0.78, -0.46, 1.42], [0.46, 0.58, -3.23], [0.83, -0.62, 0.25], [-0.31, -0.50, 0.97], [-0.34, 0.44, 0.08], [1.57, 0.68, 1.46], [-1.50, -0.71, 0.65], [0.65, -0.10, 0.22], [0.21, -0.12, 0.06], [-0.13, 0.31, -0.42], [-0.49, 0.30, -0.49], [-0.15, 0.27, -0.46], [0.01, -0.28, 0.24], [-0.10, 0.09, -0.22], [-0.48, -0.25, -0.09], [0.54, 0.38, -0.46]], "mulliken_charge": [-1.210, 1.019, -0.393, -0.341, 0.200, -0.498, -0.737, 0.356, 0.400, 0.389, 0.269, 0.317, 0.415, 0.281, 0.250, 0.281], "homo_ev": [-15.1067, -14.9130], "e_tot_ha": -288.34469, "orbital_gap_ev": [8.39, 8.18], "charge": 1, "spin_multiplicity": 2}


(4)
{"formula": "C6H9N2", "method": "wB97M-V/def2-TZVPD", "species": ["C", "C", "C", "C", "C", "C", "N", "N", "H", "H", "H", "H", "H", "H", "H", "H", "H"], "xyz": [[3.00676, -0.01818, -0.79055], [3.35420, 0.17117, 0.33166], [-1.67187, 1.39636, -0.64880], [-0.56976, -0.75693, 0.80821], [-1.97307, -0.81396, 0.00192], [-0.00405, 0.57623, 0.98515], [-2.28428, 0.32092, -0.67940], [-0.53312, 1.49900, 0.23678], [2.52398, -0.31902, -1.76882], [3.91148, 0.21975, 1.20381], [-2.05097, 2.20414, -1.30754], [-0.68827, -1.30328, 1.89546], [0.20470, -1.27953, 0.21814], [-1.88688, -1.58388, -0.79270], [-2.83563, -1.14870, 0.73254], [0.66057, 0.86172, 1.76884], [-0.26019, 2.54792, 0.49512]], "forces_ev_per_angstrom": [[-1.97, -0.94, -2.68], [0.26, -0.11, -0.26], [-0.35, -0.87, -0.47], [-0.68, -2.32, 1.82], [0.79, -2.78, 2.48], [-2.69, 0.45, -1.15], [-1.94, 1.77, -1.35], [1.81, 4.69, 1.65], [1.13, 0.77, 1.72], [0.46, 0.29, 1.25], [1.06, 0.03, 0.92], [0.64, 1.30, -2.77], [-0.21, -0.29, 0.42], [-0.06, 0.02, 0.80], [1.56, 0.78, -1.60], [0.65, 0.13, 0.19], [-0.47, -2.90, -0.96]], "mulliken_charge": [-0.378, -0.361, -0.112, -0.353, -0.340, -0.226, -0.300, -0.068, 0.356, 0.421, 0.389, 0.368, 0.204, 0.280, 0.281, 0.480, 0.358], "homo_ev": -14.3139, "e_tot_ha": -343.12830, "orbital_gap_ev": 8.98, "charge": 1}